Below is a molecular structure, C52H45Br2N6O8P2S2Ta, with properties calculated with ωB97M-V/def2-TZVPD.

The geometry in XYZ format:
```
118
Properties=species:S:1:pos:R:3:forces:R:3
P 2.101383 1.672683 0.453995 0.04 0.05 -0.22
O -2.182721 -1.234177 0.661932 0.12 0.06 -0.03
C 3.653105 -4.062945 3.716081 0.02 0.02 0.01
N -4.948647 3.416673 -2.861702 -0.01 0.00 0.00
H 3.525075 -0.772133 4.431293 0.00 -0.01 0.00
C 3.804326 2.544982 2.476239 0.03 -0.01 -0.02
H -1.105012 6.294996 -0.181150 0.00 0.00 0.00
H 2.265446 -2.097202 -5.919179 0.00 0.00 0.00
C 4.452798 0.877109 -0.702012 0.01 -0.01 0.01
H 4.284165 -2.765035 -1.556294 -0.02 0.01 -0.02
C -3.983392 -3.256286 0.294429 -0.01 0.00 0.00
C -3.838457 4.276507 -0.254837 -0.01 0.00 0.00
H -0.037329 0.913457 2.928988 -0.07 0.05 -0.05
O -2.332649 0.964099 -0.765225 0.34 0.01 -0.01
C -5.919827 -3.725432 2.237353 -0.01 -0.01 -0.01
H 0.265463 6.073390 1.860791 0.00 0.00 0.00
O 3.328640 -3.749777 -0.054203 0.10 -0.04 -0.01
H -4.454761 5.001568 -0.766157 0.00 0.00 0.00
N -3.110401 2.194991 -3.226389 0.00 -0.05 0.00
C 2.858673 0.335621 2.725272 -0.05 0.04 0.06
C 1.110712 3.173062 0.333358 -0.02 -0.02 0.00
H 5.005759 1.025440 5.246993 0.01 0.00 0.00
H -2.229775 3.776775 2.691257 0.01 -0.01 0.00
Br -4.849547 -5.345714 -1.421922 0.00 0.00 0.00
C 2.946713 1.537088 2.030124 0.03 -0.05 -0.01
H -2.181764 1.820392 -3.086847 0.00 0.01 0.01
N 1.204151 0.405681 0.122139 -0.27 -0.12 0.43
H 1.879602 -4.424688 -2.339750 0.00 0.01 0.00
H -0.274870 -3.700182 1.358809 0.01 -0.03 0.02
C 5.561954 1.944773 -2.543286 0.00 0.00 0.00
H 3.328503 -6.448181 1.462433 0.00 0.01 0.00
C -3.030368 -1.387288 1.666513 0.07 -0.03 0.05
C -3.463854 1.746096 -5.695481 -0.01 0.00 -0.01
C -4.912112 -4.268896 0.136902 0.00 0.00 -0.01
C -5.812381 3.287697 -5.223888 -0.01 0.00 0.00
H -6.598223 -5.310904 0.948649 0.00 0.00 0.00
O -1.324324 1.482149 1.464648 0.16 -0.08 0.15
H 0.306824 2.487598 -1.543806 0.02 0.00 -0.01
O 1.781338 -5.056314 1.359210 0.01 -0.08 -0.05
Br -3.861991 6.077529 1.933473 0.01 0.00 0.00
H -1.652316 1.360339 3.508465 0.02 0.01 -0.02
N -0.299414 -4.164350 5.729049 -0.04 -0.09 -0.10
C -0.466435 4.416431 -0.999499 0.08 0.06 -0.02
C -4.365762 2.016671 -6.705499 0.00 0.00 0.01
C -4.996502 -2.708694 2.416333 0.00 0.00 0.01
C -3.763582 2.267065 -4.441353 0.00 0.02 -0.01
C 4.534964 2.361630 3.636068 0.00 0.02 0.00
H -1.080114 4.504332 -1.887418 0.02 0.01 0.01
C -5.524461 2.776128 -6.472564 0.00 0.00 0.00
C -2.704238 2.172288 -0.257793 -0.05 -0.01 0.07
C -5.882802 -4.513579 1.094608 0.01 0.00 0.01
C 1.640612 -3.547575 -2.927501 -0.01 0.00 -0.02
C -3.873802 2.912972 -2.328005 0.00 0.02 0.00
C 1.856400 -2.233533 -4.926453 0.01 -0.02 0.00
H 1.692179 -7.075979 1.142795 0.00 0.00 0.00
C -0.205613 -3.240788 5.044861 0.08 0.18 0.18
C 3.527871 2.881179 -1.664552 0.00 -0.01 0.01
N -0.525929 -3.478648 2.310433 -0.16 0.10 0.05
C -2.200993 2.422140 1.019303 0.00 -0.09 -0.03
H 3.922685 3.460393 1.907967 -0.02 0.00 -0.01
H -6.674196 -3.913130 2.989688 0.00 0.00 0.00
H 4.698188 -2.186840 0.071086 0.01 -0.02 0.02
H -4.179007 1.631505 -7.699186 0.00 0.00 0.00
C 0.804583 -2.574239 -2.390980 0.01 0.04 0.02
C -0.852495 1.616600 2.816005 -0.02 0.04 0.01
H 5.191322 3.146329 3.988407 0.00 0.00 0.00
H 0.800205 -0.365572 -4.951024 0.00 0.00 0.00
C 4.582863 2.924764 -2.567445 0.00 0.00 0.00
H 3.119091 -1.766532 -0.659878 0.00 -0.01 0.01
H 1.671969 4.085048 2.201349 0.02 -0.01 -0.01
H 4.635960 3.728506 -3.289896 0.00 0.00 0.00
Ta -0.344910 -0.660466 0.138800 -0.80 0.64 -0.75
H -3.227891 -3.074466 -0.457875 0.00 -0.01 0.01
C -4.910591 3.029059 -4.192199 0.01 0.00 -0.01
H 2.206273 -0.450441 2.366861 -0.01 -0.01 -0.01
O 3.896860 -4.028968 2.308708 0.00 -0.07 -0.02
O -2.988837 -0.728495 2.679151 -0.01 0.02 -0.01
C 2.395198 -6.275793 0.925936 0.02 -0.01 0.02
C 1.031150 -1.260848 -4.387796 0.00 0.01 0.02
C -4.032423 -2.474962 1.444122 0.01 0.00 -0.03
H -0.615728 -4.261267 2.939768 0.02 0.00 0.00
H 2.596552 -6.237666 -0.143567 -0.01 0.00 -0.01
H -2.575914 1.152856 -5.870371 0.00 0.00 0.00
H 4.616164 -4.171519 4.208349 0.00 0.01 0.00
C -2.571007 3.569217 1.689485 -0.03 -0.01 -0.01
H 4.412177 0.086504 0.038018 0.00 0.05 0.00
H -5.002775 -2.089550 3.302790 0.00 0.00 0.00
H -2.852000 0.674875 -1.527801 -0.07 0.01 0.03
C -3.473315 3.104046 -0.926528 -0.01 -0.03 0.00
H 3.013478 -4.906025 3.984911 0.01 -0.01 0.00
C 3.606761 0.155204 3.880777 -0.04 0.00 0.04
C 0.291724 5.299969 1.104234 0.00 0.00 -0.01
C 1.089485 4.178717 1.293874 0.01 0.01 0.02
C 4.434410 1.165525 4.338814 -0.01 0.01 0.01
C 5.497804 0.919299 -1.607334 -0.01 0.00 0.00
C -3.397411 4.478510 1.030979 -0.04 -0.03 0.02
S -0.555506 -0.216247 -2.391772 -0.04 -0.09 0.10
H 2.815481 -4.133090 -4.617818 0.00 0.00 0.00
H 3.172540 -3.141365 4.058148 -0.02 -0.01 -0.01
C 0.144054 -0.833172 4.772437 0.03 -0.05 0.03
H -0.482018 2.626611 2.988897 0.01 0.01 -0.01
C 0.318590 3.289998 -0.811771 0.02 0.04 0.01
C -0.479178 5.422907 -0.042115 0.07 0.00 -0.05
H 6.265891 0.157345 -1.579997 0.00 0.00 0.00
H 2.771180 3.653430 -1.691618 -0.02 0.00 0.01
C 0.495941 -1.417839 -3.110318 0.05 -0.02 0.00
C -0.162851 -2.292251 2.821810 -0.06 0.04 0.01
N 0.307643 0.204447 5.248028 0.07 -0.04 0.03
C 3.455763 1.853217 -0.730795 -0.04 -0.03 -0.05
C -0.056315 -2.111831 4.197405 0.00 -0.07 -0.03
P 2.588446 -3.654651 1.390543 0.14 0.13 0.06
H 6.380985 1.981007 -3.249696 0.00 0.00 0.00
O 0.086231 -1.304715 2.000285 0.01 -0.37 -0.12
C 2.165395 -3.377166 -4.197594 -0.01 0.02 0.00
H -6.204341 2.959269 -7.294041 0.00 0.00 0.00
S 0.051178 -2.829202 -0.820494 0.33 -0.06 0.22
H -6.704071 3.871094 -5.038519 0.00 0.00 0.00
C 3.886307 -2.541128 -0.569221 -0.04 -0.03 0.02
```
Positions in Å, forces in eV/Å.

gap between HOMO and LUMO: 7.4 eV
electronic energy: -9623.4325 hartree
E_LUMO: -0.0256 Eh



Below is 4 unconnected molecules or ions with the total composition C3H14O3S2, with properties calculated with ωB97M-V/def2-TZVPD.

The geometry in XYZ format:
```
22
Properties=species:S:1:pos:R:3:forces:R:3
H -0.148144 1.624987 0.525700 0.75 0.41 -0.75
H -3.357936 0.353500 -2.587490 -1.68 0.36 -0.43
H 1.062557 -0.079686 -2.794043 -0.22 0.23 0.35
H 2.957172 3.109639 -0.095356 -1.41 -1.04 0.49
H 1.861988 0.157429 -1.213524 -0.82 -0.10 -0.28
H -2.367250 0.151235 -1.471105 0.09 -0.06 -0.93
O -2.456555 0.155594 -2.456209 1.59 -0.32 1.32
H 2.468204 1.713873 0.600176 -0.76 2.33 -1.06
C 0.301735 -1.397518 -1.274443 -0.54 0.58 -0.42
O 2.638456 0.130180 1.545864 -0.06 -0.10 -0.40
C 0.880683 -0.041653 -1.708007 0.42 -0.53 0.27
H 1.905626 -0.486700 1.322104 0.34 0.39 0.48
H -1.582896 2.033277 1.450157 -0.25 0.01 -0.21
H -0.308673 1.163377 2.222877 0.22 -0.18 0.02
S -1.632241 -0.259182 0.782880 0.51 -0.14 0.16
O 2.134099 2.597030 0.150516 2.14 -1.30 0.68
H 1.031972 -2.166663 -1.480967 0.07 -0.49 -0.05
H 2.766793 0.167414 2.499467 -0.26 -0.21 -0.12
C -0.813363 1.286632 1.271246 -0.72 -0.34 0.87
H -0.658134 -1.624501 -1.798778 0.86 0.13 0.29
S -0.026839 -1.553943 0.505935 -0.48 0.25 0.00
H 0.171665 0.745614 -1.454377 0.21 0.13 -0.27
```
Positions in Å, forces in eV/Å.

gap between HOMO and LUMO: 9.8 eV
electronic energy: -1144.7945 hartree
E_LUMO: 0.0182 Eh



Below is a single C6H7B molecule, with properties calculated with ωB97M-V/def2-TZVPD.

The geometry in XYZ format:
```
14
Properties=species:S:1:pos:R:3:forces:R:3
H -0.714412 1.231606 2.336245 0.15 0.84 0.52
H 0.980514 0.686704 1.910544 0.69 -0.25 0.46
H -0.566783 -0.502597 2.003202 1.72 1.99 -0.39
C 0.535735 -1.740137 0.224510 1.03 -2.17 0.35
C -0.782449 2.691732 -2.170485 -0.99 3.64 -4.44
B -0.324615 0.732056 -0.104072 0.63 -0.87 -0.28
H -0.391385 -1.083726 -1.493753 1.75 1.14 0.99
H 0.747226 -3.842497 1.100059 0.19 0.75 0.00
H -1.032309 3.262164 -3.051275 0.49 0.24 0.57
C -0.070743 0.553374 1.822572 -3.62 -1.05 -3.86
C -0.797515 1.749615 -1.484286 1.42 -5.37 7.59
H 1.324194 -0.271042 -1.138323 -0.97 -0.65 0.08
C 0.738953 -2.824896 0.732613 -0.63 0.61 -0.33
C 0.353590 -0.642356 -0.687551 -1.85 1.15 -1.26
```
Positions in Å, forces in eV/Å.

gap between HOMO and LUMO: 9.4 eV
electronic energy: -257.4411 hartree
E_LUMO: 0.0016 Eh



Below is a gas-phase ion, C2H2NO2S (charge -1), with properties calculated with ωB97M-V/def2-TZVPD.

The geometry in XYZ format:
```
8
Properties=species:S:1:pos:R:3:forces:R:3
C 0.781626 -1.712356 -0.071255 -0.58 1.28 0.64
H 2.027301 0.548230 -1.352480 -1.31 -1.27 0.81
C 0.374467 -1.667272 1.379515 -1.01 0.86 -2.00
H 0.525473 -1.679305 2.425625 0.33 -0.39 0.95
N -0.538909 -1.193670 0.659657 -0.25 -1.01 0.63
O 3.082041 -0.651704 0.108066 2.75 -0.94 0.90
S 1.766624 -0.141671 -0.073998 0.87 1.90 -2.48
O 1.414786 1.035643 0.714591 -0.80 -0.42 0.54
```
Positions in Å, forces in eV/Å.

gap between HOMO and LUMO: 7.4 eV
electronic energy: -680.6979 hartree
total charge: -1
E_LUMO: 0.1429 Eh



Below is a molecular structure, C5H9N3, with properties calculated with ωB97M-V/def2-TZVPD.

The geometry in XYZ format:
```
17
Properties=species:S:1:pos:R:3:forces:R:3
C -0.041996 -1.197386 -0.747140 4.04 -3.59 -1.35
N 0.059294 -1.657614 0.710345 -0.71 3.06 -2.02
C -0.498127 0.189306 -0.928987 -1.20 3.31 -3.00
H -1.120050 2.672741 -0.400567 3.26 0.01 3.24
N 0.541470 -1.757214 -1.804503 0.29 -1.83 4.02
N -0.653201 -0.317759 1.309314 0.38 -1.75 0.82
H 1.649241 1.630173 -0.588375 -0.76 -0.59 2.94
C -0.262650 0.839789 0.353309 -0.12 -2.09 2.23
H 0.244086 0.719691 -1.692476 -2.12 -1.42 0.95
C -0.305296 2.346869 0.611184 -2.08 -1.08 -1.49
H 1.078142 -1.993966 1.058092 -3.00 1.96 -0.95
H -1.589678 0.453559 -1.184969 1.39 -1.18 -0.23
H -1.717710 -0.654007 1.260704 3.10 1.36 -0.28
C 1.071450 1.486306 0.439039 -1.37 1.07 -0.35
H -0.475460 2.806326 1.675060 0.03 -1.11 -2.44
H 1.375376 1.195932 1.475769 1.08 1.03 -1.17
H 1.142820 -2.691640 -1.473771 -2.22 2.83 -0.92
```
Positions in Å, forces in eV/Å.

gap between HOMO and LUMO: 10.0 eV
electronic energy: -359.9448 hartree
E_LUMO: 0.0260 Eh



Below is a molecular structure, C2H7N2, with properties calculated with ωB97M-V/def2-TZVPD.

The geometry in XYZ format:
```
11
Properties=species:S:1:pos:R:3:forces:R:3
N 0.838870 -0.774570 0.262427 -0.19 0.71 0.89
H 0.933171 1.177448 1.152147 -0.23 0.75 0.67
H -2.019167 0.731568 0.348314 0.03 -0.33 0.01
H 0.320693 -0.882237 1.205527 1.27 -1.37 -1.86
H 1.650446 -1.285138 -0.129533 -0.99 -0.36 0.82
N -1.762165 -0.245996 0.165504 3.42 1.25 -1.17
C 0.977338 0.706987 0.210214 0.09 0.22 -2.12
H 1.652900 1.025911 -0.594040 0.54 0.21 1.18
H -2.512770 -0.590882 -0.482155 1.53 0.25 0.01
H -0.012867 0.097147 -1.579779 0.15 -0.52 -2.31
C -0.066450 0.039757 -0.558629 -5.64 -0.81 3.89
```
Positions in Å, forces in eV/Å.

gap between HOMO and LUMO: 11.5 eV
electronic energy: -189.5340 hartree
total charge: +1
E_LUMO: -0.1341 Eh



Below is a molecular structure, C9H7CrN2O5, with properties calculated with ωB97M-V/def2-TZVPD.

The geometry in XYZ format:
```
24
Properties=species:S:1:pos:R:3:forces:R:3
H -1.422706 1.595906 3.971209 -0.12 -0.23 -0.20
O 1.425615 -5.535998 -4.593803 0.13 0.38 0.53
C 1.628638 -4.880876 -3.698273 -0.13 -0.36 -0.52
C -1.146574 2.206591 1.262254 1.06 0.18 -0.63
O 2.188845 0.419194 1.336107 -0.84 -2.04 -3.81
H -2.998203 1.316304 3.193858 0.20 -0.16 0.04
H 0.009165 2.631275 -0.548626 -0.21 -0.57 0.19
O -0.154980 1.533646 -2.526946 2.61 -4.24 1.58
C 2.832779 -0.395176 -2.279442 6.75 0.98 -4.72
N -0.246155 0.533253 0.148956 -0.37 0.56 1.25
Cr 1.282815 -0.835882 -1.318902 0.07 -2.36 0.73
C -0.753350 0.039456 1.284336 -0.71 1.67 0.21
O 3.745999 -0.086229 -2.947837 -4.17 -1.15 3.03
C 0.427378 0.617763 -2.079714 -4.13 7.01 -4.49
O -1.415575 -1.983134 -0.392456 4.59 1.26 -1.87
C -0.354328 -1.625129 -0.739415 -6.17 -3.74 1.58
H -0.698598 -0.975638 1.699770 -0.11 0.67 -0.48
C -0.386538 1.913833 0.167248 -1.13 -0.43 1.05
H -1.432674 3.183949 1.562055 -0.48 0.34 0.55
C 1.873388 -0.094809 0.334194 3.05 2.80 6.42
H -1.951487 -0.071562 3.610982 -0.01 0.26 -0.15
H 0.854484 -1.521774 -2.661181 0.04 -0.39 -0.86
C -1.962887 0.963451 3.254265 -0.53 0.12 0.97
N -1.345052 1.051585 1.961361 0.62 -0.54 -0.41
```
Positions in Å, forces in eV/Å.

multiplicity: 5
gap between HOMO and LUMO (alpha / beta): 8.9 / 7.2 eV
electronic energy: -1876.9304 hartree
total charge: +1
E_LUMO (alpha / beta): -0.1219 / -0.2280 Eh



Below is a single C14H14N4O2 molecule, with properties calculated with ωB97M-V/def2-TZVPD.

The geometry in XYZ format:
```
34
Properties=species:S:1:pos:R:3:forces:R:3
H -2.064353 -2.537425 2.378051 0.88 0.71 0.20
C 3.394697 0.122227 -0.542401 0.28 0.65 -0.71
H 3.230228 3.354131 -1.657030 -0.58 -1.14 0.28
H -1.264636 -2.891564 -1.816210 -0.40 0.08 1.03
H 0.821520 2.829208 -1.392193 -0.08 0.02 0.11
N -0.531576 -1.138327 2.867972 -0.69 -0.39 0.50
C 0.014733 -0.155975 2.185869 -1.50 -0.51 -2.04
C -1.907302 -2.967405 -0.893587 -0.65 -0.99 -1.49
H 1.606164 0.449089 3.531532 -0.25 -0.11 -0.26
C 1.547657 2.074542 -1.134730 -1.09 -0.33 0.70
H -2.826511 -3.486422 -1.223004 0.23 0.56 0.11
H -1.476002 -3.654651 -0.166124 0.31 0.44 0.08
C 0.932587 0.871433 2.773231 0.32 -0.92 0.26
N -2.196732 -1.674128 -0.308343 0.44 0.92 1.72
C -0.557934 -0.207983 0.819035 0.63 0.58 0.50
O -3.626703 -1.028770 -1.897102 -0.46 -0.75 -0.35
O -1.068683 1.682989 -2.210997 0.19 -0.55 0.99
H 4.172902 -0.593837 -0.361064 -0.11 -0.61 0.21
C -1.295850 1.086707 -1.166677 0.60 0.97 -0.95
H 1.732446 -1.154715 -0.039306 0.08 0.54 0.02
N -1.460969 -1.762000 2.080546 0.26 0.12 -1.21
H -2.981989 1.094503 0.194264 0.12 0.29 0.60
C -1.437047 -1.255655 0.793291 0.60 0.48 0.86
H 4.877638 1.535940 -1.190716 0.41 0.01 -0.04
C -2.748210 0.812783 -0.819759 0.74 -0.92 1.42
C 2.877839 2.347570 -1.305238 1.51 0.10 -0.42
C -2.924064 -0.703360 -0.969386 -0.85 -0.05 -2.15
H -3.424274 1.358005 -1.495650 0.54 -0.64 0.11
C 1.088179 0.836563 -0.592218 1.66 1.05 -1.32
H 0.347511 1.616415 3.276470 -0.34 0.55 0.17
C 3.835459 1.339767 -1.048824 -1.40 0.49 0.48
N -0.268280 0.616008 -0.321730 -1.52 -0.36 0.57
C 2.037665 -0.150749 -0.362866 0.03 -0.49 0.31
H 1.543888 1.335083 2.014894 0.09 0.18 -0.26
```
Positions in Å, forces in eV/Å.

gap between HOMO and LUMO: 8.9 eV
electronic energy: -911.3929 hartree
E_LUMO: 0.0212 Eh